Entry 1:
C5H10B2F8NO2 | ωB97M-V/def2-TZVPD

```
28
Properties=species:S:1:pos:R:3
H 5.131 1.143 0.711
C -1.518 -0.619 0.489
F -1.915 -3.224 -1.897
F -2.349 -0.498 -2.492
F -3.815 -4.164 -1.428
F 0.055 -1.272 -1.148
H 1.869 0.859 0.770
H -1.995 1.277 -1.674
H -0.860 -0.400 1.333
C -0.700 -0.219 -0.764
F -3.785 -1.605 -0.399
H 5.067 3.053 0.372
C -3.002 -2.561 0.117
F -0.597 0.678 -2.950
H 5.207 2.372 2.252
C -2.675 -3.673 -0.886
H 2.041 3.979 2.006
F 0.161 0.743 -0.354
B 3.061 2.262 1.327
O 2.186 1.127 1.637
N 2.343 3.564 1.130
H 2.912 4.195 0.583
H -2.385 0.024 0.638
B 4.717 2.191 1.157
O -1.850 -2.008 0.684
F -3.701 -3.104 1.137
C -1.465 0.364 -1.958
H -2.138 -4.486 -0.394
```

The calculation puts the gap between HOMO and LUMO at 6.0 eV. Its max |F| is 0.035 Eh/bohr. Its spin multiplicity is 1. The calculation puts the HOMO energy at -3.5 eV. Its total charge is -1.



Entry 2:
C47H57IN5O4PTi | ωB97M-V/def2-TZVPD

```
116
Properties=species:S:1:pos:R:3
H 5.020 2.581 -3.597
H 0.250 -0.805 4.046
H 0.710 0.761 4.094
C 5.684 -3.106 1.965
H 5.794 0.410 -5.382
H -2.998 -6.179 3.424
H -4.528 -4.316 3.969
C 1.248 -1.879 -1.560
C -3.839 3.027 2.971
H -0.737 -1.228 -5.196
H -2.032 2.394 4.101
N -1.190 -2.003 0.592
H -0.595 -3.862 -0.103
H 6.958 1.236 -4.346
N 3.132 0.853 -1.444
C -3.490 0.869 -3.921
N 0.541 -0.022 3.505
H 5.536 -1.120 -0.007
C 4.631 -1.700 0.139
H 1.196 4.795 -1.817
C 0.533 2.849 -2.483
H 3.213 -4.251 1.750
H -0.361 -3.817 4.837
C 5.265 0.491 -3.336
H 2.460 3.751 -5.736
H -3.647 4.922 1.919
C -0.070 -0.496 -4.818
N 2.393 -2.067 -0.589
C 3.341 -3.430 1.053
H 1.530 -1.150 2.136
C -2.218 1.450 -4.030
C -2.421 -0.023 1.223
C -3.032 0.790 2.173
H 5.265 -3.428 2.900
C -4.614 1.549 -4.299
C 1.861 4.388 -3.791
H 0.016 2.638 -1.541
H 0.814 -0.965 -4.376
H 2.621 -0.312 3.325
H 0.996 -2.862 -1.914
O 6.903 -0.854 -4.155
H 5.206 -1.551 -2.613
H -1.263 -5.966 3.654
C 4.555 -2.759 1.021
C -1.542 -4.051 1.764
H -2.313 -6.077 5.060
C -2.457 -2.056 2.645
C -2.433 -4.105 4.157
H 7.172 -2.094 2.700
H 1.296 -3.584 0.371
C 0.520 1.980 -3.576
Ti -0.536 -0.662 -1.062
C -2.130 -3.392 2.831
C 1.739 -0.218 2.687
H 3.220 2.799 -2.005
N -2.194 0.379 -0.022
C 1.874 3.505 -4.861
C -3.279 3.365 -5.083
C -3.217 2.467 0.510
C 3.561 -1.402 -0.668
H 0.191 0.146 -5.633
C -4.443 4.347 2.419
H -3.557 -0.062 -3.362
I -2.018 -2.316 -2.487
H -3.947 -4.315 5.622
C -3.381 2.087 1.853
C -2.120 2.733 -4.664
C -1.106 -3.302 0.671
C -2.272 -5.672 4.042
H -4.875 4.951 3.223
H -3.084 -1.507 3.341
H 2.375 5.324 -3.824
C 6.270 0.399 -4.384
H -2.460 1.933 -1.467
O 0.514 0.431 -0.015
H -1.444 -2.467 5.312
C 2.252 -3.097 0.287
H -5.750 1.992 3.300
C -4.517 2.819 -4.852
H -3.581 3.478 0.251
H -1.418 -5.105 1.751
H 7.726 -0.960 -4.689
C 1.253 4.058 -2.587
C 4.829 -0.558 -2.488
H -4.103 -2.785 4.781
C -2.534 3.328 3.758
H 2.857 0.788 1.184
H -5.439 3.346 -5.195
C 3.754 -0.278 -1.643
H -1.604 -4.074 6.088
H 1.681 -1.359 -2.412
O 6.429 -1.919 2.138
H -3.209 4.282 -5.639
C 4.612 1.711 -3.110
H 2.169 1.815 2.514
C 3.600 1.827 -2.205
C 0.777 1.364 0.943
H -2.756 3.840 4.714
C -2.608 1.617 -0.400
C 1.199 2.327 -4.766
H -3.176 0.440 3.219
C -1.967 -1.391 1.529
H -4.514 1.404 4.293
H 6.135 -3.982 1.547
C -1.405 -3.563 5.141
C 1.978 1.003 1.804
P -0.690 0.583 -3.452
H 1.120 1.660 -5.619
H -5.168 3.027 4.616
H -5.282 4.150 1.742
C -3.872 -3.831 4.651
C -4.880 2.342 3.834
H -1.833 3.903 3.143
O 0.114 2.350 1.060
H -5.578 1.082 -4.189
H -1.167 3.196 -4.880
```

The calculation puts the gap between HOMO and LUMO at 7.2 eV. Its max |F| is 0.056 Eh/bohr. Its spin multiplicity is 1. The calculation puts the HOMO energy at -13.2 eV. As for the energy above the lowest of the compared OMol25 structures with the same formula, charge and spin: 150.66 kJ/mol. Its total charge is +2.



Entry 3:
C38H28N4NiOS2 | ωB97M-V/def2-TZVPD

```
74
Properties=species:S:1:pos:R:3
C -2.995 1.624 -2.949
C -2.481 3.625 -1.732
C -0.172 -4.285 0.117
H 2.797 0.355 -7.681
C -0.362 -2.934 -0.016
H -0.130 0.271 5.759
C 4.411 0.277 -0.378
H 0.520 -4.659 0.856
N -2.298 2.577 3.831
C -2.860 -2.794 -2.759
H 0.166 0.377 -7.682
S 0.138 0.482 -5.256
N 0.794 0.060 1.711
H 3.747 0.452 -5.279
C 2.180 0.394 -6.801
H -3.422 0.141 0.685
H -2.358 -5.414 -2.212
C -2.289 -0.597 -1.983
H 3.156 0.578 8.538
C -2.992 -1.435 -2.864
C 0.893 0.307 6.089
C -1.924 2.872 -0.705
C 1.999 0.151 3.802
C 0.758 0.757 -2.277
H 5.369 0.225 1.510
C -1.883 1.493 -0.800
Ni -0.818 0.455 0.345
C 1.876 0.561 -3.102
H -3.390 1.149 -3.836
C 2.603 0.491 7.625
C 1.960 0.426 -0.349
H 0.546 0.497 8.244
H 5.328 0.261 -0.949
H -2.483 4.704 -1.657
H -3.649 -0.999 -3.598
C -1.945 1.789 2.797
C 1.978 0.244 1.047
H -3.741 0.619 2.922
C -2.424 0.853 -1.932
H -0.187 0.990 -2.747
C -1.260 -2.432 -0.976
H -0.104 -0.200 3.527
S 3.460 0.372 6.139
C -0.886 -5.185 -0.682
C 1.724 0.519 -4.526
C -2.531 -0.101 1.270
H 0.164 -2.222 0.607
O -1.069 2.120 2.016
H -1.505 3.383 0.152
C 1.967 0.244 5.232
H -2.274 -0.213 3.416
C 2.695 0.450 -5.495
C 0.833 -0.001 3.023
C 3.226 0.230 1.730
C -1.982 -3.343 -1.796
C 3.219 0.215 3.112
N -1.446 -1.104 -1.079
C -3.017 3.001 -2.847
C 3.176 0.372 -1.088
C -2.685 0.477 2.675
H -3.034 2.321 4.463
H -0.727 -6.248 -0.561
H 4.149 0.260 3.659
C 1.258 0.441 7.439
H -3.437 3.596 -3.646
C 0.822 0.404 -6.835
H -3.420 -3.460 -3.402
C -1.787 -4.722 -1.610
H -1.836 3.465 3.946
N 0.768 0.665 -0.966
H -2.455 -1.194 1.316
C 3.118 0.405 -2.469
H 4.022 0.291 -3.045
C 4.434 0.253 0.970
```

The calculation puts the gap between HOMO and LUMO (spin up / spin down) at 4.2 / 6.9 eV. Its max |F| is 0.027 Eh/bohr. Its spin multiplicity is 3. The calculation puts the HOMO energy (spin up / spin down) at -4.4 / -7.1 eV. Its total charge is 0.



Entry 4:
C9H14BaF2O7 | ωB97M-V/def2-TZVPD

```
33
Properties=species:S:1:pos:R:3
C 2.051 0.907 -5.102
O 0.221 0.961 2.516
C 1.363 1.804 2.329
H 0.015 0.894 3.451
C 2.575 -0.170 -4.062
H 0.335 2.020 -5.575
C 0.294 1.544 -3.461
H 0.994 -1.624 0.838
C -2.296 -1.075 4.243
H 1.591 2.339 3.255
H 1.158 2.552 1.566
F -4.374 0.792 0.937
H 2.546 -0.707 -1.985
H -2.585 -2.121 4.074
C 0.947 0.665 -2.395
H -3.358 0.238 3.252
H -0.922 -2.508 -0.243
H -2.799 -0.725 5.145
H 2.212 1.195 2.026
Ba -1.818 0.535 0.430
O 2.532 0.851 -6.246
O -0.846 1.959 -3.238
C 0.233 -2.251 1.311
O -2.559 -0.283 3.105
F -2.756 -0.533 -1.674
C 2.031 -0.129 -2.750
H -1.213 -1.132 4.399
C 0.896 1.599 -4.747
O 3.386 -1.009 -4.454
O 0.517 0.718 -1.206
O -0.995 -2.060 0.608
H 0.060 -1.957 2.346
H 0.565 -3.293 1.309
```

The calculation puts the gap between HOMO and LUMO at 3.5 eV. Its max |F| is 0.060 Eh/bohr. Its spin multiplicity is 1. The calculation puts the HOMO energy at -0.1 eV. Its total charge is -2.



Entry 5:
C18H22N4O2S | ωB97M-V/def2-TZVPD

```
47
Properties=species:S:1:pos:R:3
H -1.950 2.036 2.338
H 0.090 0.777 0.491
C 0.042 -1.844 -1.624
N 0.226 1.466 -2.237
C 2.180 -1.837 0.118
N 2.930 0.034 -0.337
H -1.649 3.308 -1.831
O 1.672 0.790 2.537
C -1.870 2.393 -1.356
C 1.006 -0.799 -1.878
H 0.105 2.939 2.126
H 1.165 0.834 3.279
C -1.284 1.279 -2.164
C 0.916 2.877 1.315
H 1.110 -3.744 1.011
C 0.969 0.461 -2.675
O 3.649 -0.631 0.437
H 2.838 1.756 1.090
H -3.288 2.210 1.064
N -1.435 2.268 0.297
H 1.996 0.884 -2.965
C 2.123 2.030 1.896
C -3.408 -0.385 0.222
H -0.762 -0.412 2.251
H -1.395 0.251 -1.500
C -1.577 -0.680 1.864
C 1.081 -3.029 0.221
H 0.485 -0.140 -3.645
H -1.769 1.186 -2.953
H 1.837 1.792 -1.130
C 0.195 -3.046 -0.771
C -2.424 0.142 0.942
C -1.919 -1.966 1.147
H -4.064 0.077 -0.201
H 2.371 2.722 2.578
C 2.012 -0.732 -0.697
C 0.002 1.905 0.278
N 3.104 -1.705 1.065
C -2.186 1.799 1.125
C 0.703 2.440 -1.092
H 1.101 3.579 0.806
H -0.594 -3.485 -1.152
H -0.575 -1.813 -2.517
S -3.262 -1.834 0.304
H -2.922 2.373 -1.261
H -1.624 -2.756 1.767
H 0.599 3.409 -1.440
```

The calculation puts the gap between HOMO and LUMO at 7.3 eV. Its max |F| is 0.334 Eh/bohr. Its spin multiplicity is 1. The calculation puts the HOMO energy at -7.6 eV. As for the energy above the lowest of the compared OMol25 structures with the same formula, charge and spin: 2222.26 kJ/mol. Its total charge is 0.



Entry 6:
C4H13N2 | ωB97M-V/def2-TZVPD

```
19
Properties=species:S:1:pos:R:3
H -0.328 -1.871 -0.268
H -2.806 1.683 0.931
H -1.129 -0.021 1.148
H 0.944 -1.439 -1.393
H 2.713 0.336 -0.474
C 1.448 -0.952 0.632
H -0.966 0.033 -1.689
H 1.043 -0.347 1.456
C -1.022 0.785 0.416
H -0.266 1.420 0.877
C -0.321 0.168 -0.813
H -2.491 2.047 -0.549
N 2.724 -0.368 0.257
H -2.978 0.452 -0.134
C 0.436 -1.122 -0.480
N -2.390 1.252 0.095
H 0.369 0.920 -1.214
H 3.351 -1.120 0.014
H 1.670 -1.856 1.190
```

The calculation puts the gap between HOMO and LUMO at 8.3 eV. Its max |F| is 0.055 Eh/bohr. The SMILES is NCCCC[NH3+]. Its spin multiplicity is 1. The calculation puts the HOMO energy at -12.3 eV. As for the energy above the lowest of the compared OMol25 structures with the same formula, charge and spin: 163.61 kJ/mol. Its total charge is +1.



Entry 7:
C4H8IN2 | ωB97M-V/def2-TZVPD

```
15
Properties=species:S:1:pos:R:3
H -2.152 2.150 -0.428
H 0.615 -2.896 -0.476
N -0.727 -0.081 0.505
C 1.921 -1.408 -0.516
N 0.782 -1.909 -0.124
C -0.544 0.921 -0.357
H -0.560 3.111 -0.394
H -1.364 2.110 1.013
C -0.265 -1.377 0.540
I 2.619 0.457 -0.062
H 2.823 -2.086 -0.848
H -0.936 -2.021 1.024
H -1.136 0.160 1.398
H 0.033 0.672 -1.177
C -1.108 2.197 -0.097
```

The calculation puts the gap between HOMO and LUMO (spin up / spin down) at 7.1 / 7.1 eV. Its max |F| is 0.066 Eh/bohr. Its spin multiplicity is 1. The calculation puts the HOMO energy (spin up / spin down) at -11.6 / -11.6 eV. As for the energy above the lowest of the compared OMol25 structures with the same formula, charge and spin: 326.07 kJ/mol. Its total charge is +1.



Entry 8:
C4H7NO | ωB97M-V/def2-TZVPD

```
13
Properties=species:S:1:pos:R:3
O -0.958 0.313 -0.829
C -0.426 -0.305 0.297
C -0.280 1.311 -1.433
H 0.082 1.993 -0.623
N 0.824 -0.400 0.426
H -2.108 -1.576 0.584
H -2.078 -0.158 1.639
H 1.110 0.623 -1.488
C -1.454 -0.931 1.180
H 2.260 1.013 -0.140
H 2.326 -0.557 -1.006
C 1.669 0.196 -0.564
H -0.967 -1.521 1.958
```

The calculation puts the gap between HOMO and LUMO at 9.4 eV. Its max |F| is 0.009 Eh/bohr. Its spin multiplicity is 1. The calculation puts the HOMO energy at -8.8 eV. As for the energy above the lowest of the compared OMol25 structures with the same formula, charge and spin: 442.74 kJ/mol. Its total charge is 0.



E (Eh)
-1250.44568 -3888.05575 -4063.82788 -1103.31432 -1466.04356 -269.43837 -564.05532 -286.46302